DFT (wB97M-V/def2-TZVPD) results for C67H54ClN7P2Ti as an isolated structure at a distorted geometry.

Geometry as XYZ:
```
132
Properties=species:S:1:pos:R:3:forces:R:3
Ti -0.405529 -1.145780 0.069212 -0.90 -0.10 -0.46
C 2.185299 4.126066 2.461318 -0.12 -0.04 -0.06
N 1.057679 3.547675 1.699952 0.54 0.54 0.24
C 0.855321 2.255885 1.511408 -0.38 0.07 0.20
N -0.312738 2.149491 0.841788 -0.12 -0.34 -0.82
C -0.847776 3.419339 0.573301 -0.07 -0.13 0.07
C 0.041540 4.303872 1.108008 0.21 0.09 0.11
C 0.003352 5.772715 1.128704 0.07 -0.06 0.00
C -1.138069 6.424207 1.592005 -0.12 -0.04 0.09
C -1.185621 7.808968 1.596036 -0.02 0.08 0.00
C -0.101784 8.546565 1.131281 -0.04 -0.01 0.02
C 1.035613 7.898533 0.663521 0.05 0.01 -0.02
C 1.090699 6.512937 0.663058 0.11 0.02 -0.12
C -2.132937 3.688649 -0.100627 0.10 -0.01 0.05
C -2.155807 4.433199 -1.274113 0.12 0.13 0.06
C -3.370208 4.776821 -1.852143 -0.08 0.05 0.08
C -4.564128 4.388387 -1.258179 0.05 0.01 -0.04
C -4.547701 3.649853 -0.078776 0.05 -0.07 0.04
C -3.335062 3.306007 0.503500 -0.13 -0.03 0.07
P 1.705665 0.882843 2.366078 0.14 0.01 -0.06
C 0.287445 -0.138344 2.875142 -0.17 -0.15 0.23
N -0.483380 -0.906508 2.095017 0.58 0.49 0.49
C -1.406771 -1.527786 2.880769 -0.10 0.11 0.02
C -1.208649 -1.162180 4.188430 0.15 0.18 0.25
N -0.127533 -0.291326 4.150765 0.09 0.13 0.52
C 0.512615 0.312308 5.344199 -0.11 -0.08 -0.21
C -1.888604 -1.616502 5.413588 0.07 0.09 -0.06
C -2.322445 -0.712964 6.385173 -0.08 0.18 -0.04
C -2.959835 -1.171710 7.527904 -0.01 0.09 0.00
C -3.166419 -2.532372 7.708980 0.02 -0.07 -0.01
C -2.743683 -3.436898 6.741258 -0.03 -0.02 0.02
C -2.108459 -2.983049 5.596813 0.07 -0.08 -0.06
C -2.334423 -2.400301 2.174481 -0.09 -0.06 0.07
C -1.769144 -3.210235 1.180503 0.05 0.24 -0.30
C -2.573724 -4.047596 0.405818 -0.25 -0.21 0.04
C -3.936256 -4.074253 0.636603 -0.12 0.00 0.00
C -4.498193 -3.264202 1.629483 -0.04 -0.06 -0.08
C -3.705328 -2.420435 2.394593 -0.08 -0.02 0.06
C 2.292856 -0.140876 0.986421 0.04 -0.45 -0.09
N 1.648326 -1.179408 0.390398 0.06 -0.16 0.02
C 2.638481 -2.025485 -0.132424 -0.19 0.14 0.03
C 3.854443 -1.427073 0.064011 0.07 0.11 0.09
N 3.609281 -0.279531 0.784829 0.54 0.34 0.01
C 4.670135 0.628010 1.275195 -0.19 -0.12 -0.03
C 5.204924 -1.932405 -0.245456 -0.03 -0.02 0.08
C 5.855417 -1.562733 -1.418948 -0.04 0.10 -0.07
C 7.111391 -2.078489 -1.699481 0.06 0.01 -0.07
C 7.713341 -2.963546 -0.814495 0.00 -0.03 0.07
C 7.064593 -3.331422 0.359425 0.04 -0.01 0.00
C 5.809759 -2.816482 0.647048 -0.01 -0.02 0.04
C 2.484700 -3.448622 -0.491888 -0.10 -0.01 0.17
C 1.949145 -4.308808 0.475594 0.06 -0.01 -0.10
C 1.909170 -5.676602 0.256976 -0.05 0.02 0.04
C 2.429981 -6.198505 -0.924677 0.00 0.00 -0.02
C 2.990590 -5.351099 -1.871716 0.07 -0.04 -0.01
C 3.021641 -3.977411 -1.657721 0.08 0.05 -0.07
H 2.490517 3.435420 3.240675 -0.04 -0.07 0.02
H 1.859842 5.059389 2.903004 -0.08 0.09 0.04
H 3.022295 4.322784 1.798792 0.02 0.01 -0.09
H -1.982419 5.852147 1.966624 0.09 0.05 -0.06
H -2.069600 8.314582 1.968388 0.09 -0.03 -0.04
H -0.143894 9.629720 1.134598 0.00 -0.09 0.00
H 1.878789 8.472915 0.294215 -0.10 -0.06 0.05
H 1.974858 6.014750 0.269438 -0.12 0.05 0.06
H -1.223816 4.745621 -1.736407 -0.16 0.00 0.19
H -3.383671 5.361759 -2.764999 -0.02 -0.01 0.10
H -5.509047 4.677015 -1.702066 0.04 -0.02 0.02
H -5.477797 3.367550 0.401135 0.07 0.03 -0.04
H -3.328974 2.792035 1.463173 0.01 0.04 -0.06
H 0.299866 -0.311933 6.204680 -0.05 -0.08 0.00
H 0.123654 1.311740 5.527405 -0.06 -0.02 -0.05
H 1.587985 0.358221 5.200314 0.03 -0.03 -0.09
H -2.197377 0.357499 6.241266 0.01 -0.12 0.01
H -3.302244 -0.464217 8.274557 0.04 -0.07 -0.06
H -3.654581 -2.890192 8.607154 0.01 0.02 -0.05
H -2.903326 -4.498981 6.883932 0.02 0.07 0.00
H -1.757548 -3.696121 4.857278 -0.02 0.05 0.03
H -0.684450 -3.335957 1.159202 0.11 -0.17 0.15
H -2.134280 -4.706030 -0.334996 -0.14 0.01 0.16
H -4.567826 -4.741141 0.059624 0.05 0.07 0.07
H -5.568790 -3.297449 1.809069 0.13 -0.01 -0.04
H -4.145244 -1.793000 3.163042 0.05 -0.07 -0.06
H 5.629272 0.199160 1.010103 0.04 -0.07 -0.05
H 4.614582 0.726519 2.356921 -0.06 -0.05 0.03
H 4.576847 1.604676 0.807323 -0.05 0.00 -0.06
H 5.385616 -0.871393 -2.113405 0.02 -0.07 0.06
H 7.621188 -1.788275 -2.610711 -0.03 -0.03 0.07
H 8.692914 -3.366927 -1.037271 -0.03 0.02 0.01
H 7.535806 -4.018239 1.052792 -0.02 0.05 -0.07
H 5.298247 -3.108100 1.560468 0.04 0.02 -0.09
H 1.617556 -3.901264 1.423722 -0.05 0.01 0.08
H 1.503431 -6.340832 1.014798 0.07 0.09 -0.10
H 2.422311 -7.269130 -1.092155 0.00 0.06 0.01
H 3.423766 -5.762838 -2.778622 -0.05 0.04 0.11
H 3.467865 -3.319111 -2.397338 -0.01 -0.07 0.08
Cl -0.408834 -3.207723 -1.455928 0.15 0.17 -0.45
C 0.271865 -2.796220 -3.049049 0.16 0.14 -0.11
C 0.815258 -3.789676 -3.825183 -0.14 -0.11 0.03
C 1.373489 -3.405104 -5.041815 0.02 -0.06 -0.10
C 1.387504 -2.072913 -5.427979 0.03 0.11 -0.03
C 0.807462 -1.093679 -4.623849 0.01 -0.06 -0.16
C 0.216978 -1.462237 -3.423927 0.12 0.05 0.34
P -0.779409 -0.418751 -2.336333 -0.59 -0.12 -0.72
C -0.649683 1.279900 -2.910797 0.21 0.10 0.13
C -1.740388 1.973559 -3.436735 0.15 0.01 -0.01
C -1.549360 3.245620 -3.964802 0.10 -0.12 -0.23
C -0.286839 3.825614 -3.959914 -0.02 -0.08 -0.15
C 0.794990 3.151451 -3.398902 0.05 0.08 0.01
C 0.614659 1.883550 -2.871080 -0.08 0.04 0.08
C -2.472635 -1.007717 -2.781000 0.08 0.09 -0.04
C -2.698411 -1.150476 -4.154826 0.07 0.05 -0.06
C -3.928926 -1.570666 -4.632143 0.00 0.00 -0.09
C -4.958169 -1.858286 -3.745521 -0.09 -0.04 -0.04
C -4.742669 -1.743271 -2.381200 0.08 0.03 0.01
C -3.508346 -1.324085 -1.898651 0.03 0.05 -0.32
H 0.818874 -4.823757 -3.502949 -0.01 0.09 -0.04
H 1.806507 -4.161646 -5.686881 -0.03 0.06 0.05
H 1.840213 -1.791561 -6.371551 -0.03 -0.02 0.06
H 0.787569 -0.057949 -4.944444 0.00 -0.06 0.00
H -2.728667 1.534160 -3.437808 -0.01 -0.05 -0.06
H -2.391923 3.778590 -4.394317 0.13 -0.10 0.03
H -0.140070 4.806010 -4.399130 -0.02 -0.05 0.03
H 1.778728 3.611273 -3.390775 -0.12 -0.06 -0.02
H 1.459536 1.351930 -2.444035 0.04 -0.04 -0.04
H -1.909090 -0.922970 -4.863006 -0.07 -0.03 0.00
H -4.083289 -1.675509 -5.700256 0.01 0.04 0.09
H -5.927185 -2.170364 -4.119467 0.10 0.00 0.03
H -5.541047 -1.973109 -1.685872 0.05 0.01 -0.02
H -3.394205 -1.250774 -0.837733 0.16 0.07 0.54
N -1.850002 0.570093 -0.004423 -0.12 -1.00 0.10
C -0.702106 0.917463 0.314400 0.11 0.34 0.31
H -2.690692 1.142566 0.065918 -0.14 -0.05 0.00
```
Forces are in eV/Å.

Its spin multiplicity is 1. Its HOMO-LUMO gap is 5.692 eV. For the LUMO energy, the calculation gives -11.455 eV. Its net charge is +4.